Molecular formula: C5H8O
Method: DFT, the ωB97M-V functional and the def2-TZVPD basis

The geometry in XYZ format:
```
14
Properties=species:S:1:pos:R:3:forces:R:3:lowdin_charge:R:1
O -2.2910 1.4683 -0.4529 -0.51 1.09 0.34 0.01
C -1.2118 0.6819 -0.5554 0.24 -1.42 -1.38 -0.21
C 0.0637 1.0781 0.0328 -0.67 0.81 1.26 -0.23
C 1.2753 0.2574 0.0859 0.08 -0.92 -0.35 -0.10
C 1.2729 -1.1371 0.2147 0.60 0.32 0.02 -0.21
C 0.2381 -2.0282 0.1056 -0.18 -0.24 0.13 0.02
H -2.0204 2.3668 -0.2049 -0.16 -0.23 -0.06 0.11
H -1.4529 -0.2840 -0.9751 0.13 0.30 0.04 0.09
H -0.2417 1.0748 1.1083 0.34 0.44 0.12 0.15
H 0.2845 2.1338 -0.1913 0.08 -0.15 -0.09 0.12
H 2.2077 0.8009 0.1898 -0.06 -0.17 0.02 0.10
H 2.2433 -1.5679 0.4695 -0.15 0.05 -0.04 0.09
H -0.7630 -1.7810 -0.2175 0.21 0.01 0.15 0.02
H 0.3955 -3.0639 0.3904 0.07 0.12 -0.15 0.05
```
Positions in Å, forces in eV/Å.

Output
Frontier orbital gap (spin up / spin down) = 6.5 / 8.3 eV
Lowest unoccupied orbital energy (spin up / spin down) = -0.18 / 0.82 eV
E = -7358.100 eV
Spin multiplicity = 1
HOMO energy (spin up / spin down) = -6.65 / -7.45 eV
Total charge = 0

Molecular formula: C12H14IO2
Method: DFT, the ωB97M-V functional and the def2-TZVPD basis

The geometry in XYZ format:
```
29
Properties=species:S:1:pos:R:3:forces:R:3:lowdin_charge:R:1
O 1.8195 -0.7146 2.6625 -0.60 -0.69 -2.35 -0.20
C 2.2003 -0.4068 1.5718 0.04 -0.88 -0.22 -0.56
C 2.6844 -1.3624 0.4549 -0.98 0.11 -0.91 -0.07
C 2.8621 -0.4445 -0.8094 -0.28 -1.01 1.44 -0.11
C 2.1933 0.8786 -0.3572 1.14 0.75 -0.21 -0.30
C 0.7709 1.2296 -0.8490 -0.17 -0.28 -0.07 -0.11
C -0.1244 0.0240 -1.2399 -0.69 0.08 0.20 -0.13
C -1.5409 0.0564 -0.6322 0.22 -0.80 -0.18 -0.21
C -2.2222 1.2204 -0.2821 0.26 0.06 -0.05 -0.05
C -3.4961 1.1848 0.3042 0.71 -0.14 -0.26 -0.08
C -4.0881 -0.0518 0.5385 -0.25 0.18 0.01 -0.11
C -3.4306 -1.2233 0.1581 0.05 -0.38 -0.08 -0.10
C -2.1667 -1.1909 -0.4238 -0.26 0.88 0.09 -0.05
O 2.2452 0.8793 1.0702 -0.72 -0.70 0.33 -0.05
H 1.8458 -2.0458 0.2297 0.20 0.14 0.43 0.10
H 3.5275 -2.0293 0.6834 -0.09 0.64 0.24 0.12
H 3.9510 -0.3639 -0.9362 -0.53 0.38 -0.60 0.11
H 2.3157 -0.9250 -1.6308 0.66 0.37 -0.19 0.10
H 2.8632 1.7086 -0.6354 -0.33 -0.15 -0.01 0.14
H 0.2909 1.7844 -0.0258 0.33 -0.28 -0.18 0.11
H 0.8222 1.9541 -1.6818 0.12 -0.41 0.21 0.12
H 0.2974 -0.9449 -0.9225 0.05 0.50 -0.02 0.09
H -0.2395 -0.0655 -2.3372 0.16 0.17 0.37 0.12
H -1.7069 2.1710 -0.4518 -0.39 -0.22 0.12 0.11
H -3.9569 2.1349 0.5770 -0.07 -0.40 0.01 0.10
H -5.0710 -0.1033 1.0150 0.34 -0.03 -0.17 0.10
H -3.9035 -2.1949 0.3200 0.06 0.33 0.04 0.10
H -1.6542 -2.1105 -0.7174 -0.18 0.26 0.17 0.11
I 2.9116 0.9512 4.3469 1.19 1.52 1.85 -0.39
```
Positions in Å, forces in eV/Å.

Output
Frontier orbital gap = 4.9 eV
Lowest unoccupied orbital energy = 2.74 eV
E = -24867.796 eV
Spin multiplicity = 1
HOMO energy = -2.12 eV
Total charge = -1